# C28H26FNO5PtS2

A structure of composition C28H26FNO5PtS2 (ωB97M-V/def2-TZVPD, OMol25).

Structure (XYZ):
```
64
C28H26FNO5PtS2 ωB97M-V/def2-TZVPD
Pt -0.173 0.785 -0.666
C 4.486 -2.798 3.583
C 5.126 -1.524 3.049
C 6.550 -1.702 2.550
C 6.590 -2.651 1.361
C 5.605 -2.225 0.305
C 5.762 -2.608 -1.005
C 4.862 -2.185 -1.985
F 5.062 -2.592 -3.237
C 3.807 -1.367 -1.704
C 3.620 -0.959 -0.374
C 2.521 -0.090 -0.032
O 1.761 0.307 -1.019
C 2.373 0.302 1.298
C 3.289 -0.178 2.229
N 4.287 -0.985 1.936
C 4.506 -1.397 0.626
C 1.377 1.290 1.861
O 1.562 1.750 2.959
O 0.352 1.672 1.118
H 5.104 -3.209 4.381
H 4.383 -3.554 2.804
H 3.497 -2.592 3.993
H 5.107 -0.754 3.819
H 7.160 -2.083 3.368
H 6.956 -0.729 2.267
H 6.367 -3.672 1.679
H 7.589 -2.675 0.928
H 6.595 -3.234 -1.299
H 3.135 -1.039 -2.482
H 3.183 0.131 3.262
C -11.119 -2.455 -1.151
C -9.809 -1.827 -0.816
O -9.592 -0.816 -0.248
S -8.412 -2.962 -1.405
C -6.929 -2.149 -1.220
C -6.750 -0.783 -0.863
C -5.488 -0.276 -0.778
C -4.353 -1.090 -1.040
C -4.534 -2.448 -1.403
C -5.789 -2.964 -1.494
C -3.067 -0.542 -0.943
C -1.948 -0.062 -0.858
H -11.920 -1.806 -0.808
H -11.195 -3.431 -0.667
H -11.192 -2.611 -2.229
H -7.601 -0.157 -0.659
H -5.335 0.760 -0.511
H -3.667 -3.062 -1.605
H -5.936 -4.000 -1.772
O -0.274 2.789 -1.374
S 0.887 3.726 -0.905
C 0.093 4.848 0.283
C -0.138 6.187 -0.425
C -0.238 5.897 -1.921
C 0.923 4.957 -2.220
H 0.720 4.904 1.171
H -0.827 4.325 0.542
H 0.701 6.857 -0.234
H -1.035 6.667 -0.038
H -0.164 6.803 -2.521
H -1.183 5.409 -2.164
H 1.890 5.457 -2.128
H 0.882 4.421 -3.166
```

As for the expectation value of S²: 6.041. The value obtained for the molecular weight is 734.73 g/mol. Its net charge is +2. The frontier orbital gap (alpha / beta) comes out at 8.3 / 5.0 eV. The relative energy (zero: lowest compared OMol25 entry of this formula, charge and spin) comes out at 1.7 kcal per mole. The spin multiplicity is 5.

Results of the natural (NBO) charge analysis, in e, for atoms 1 through 6:
1. Pt 1.495
2. C -0.627
3. C -0.026
4. C -0.411
5. C -0.434
6. C -0.020